Record 1
DFT (ωB97M-V/def2-TZVPD) results for a 9-piece molecular cluster, C23H63BClNO9P overall.

```
99
C23H63BClNO9P | OMol25 | ωB97M-V/def2-TZVPD
C 1.961 2.093 0.967
C 0.930 1.504 0.781
C -0.315 0.715 0.602
P 0.058 -1.070 0.897
Cl 1.347 -1.117 2.471
C 0.741 -1.822 -0.638
N 2.191 -1.773 -0.746
C 2.852 -2.834 0.073
B -1.590 -2.053 1.315
O -1.431 -3.261 1.942
C -2.993 -1.507 0.892
C -3.380 -1.930 -0.578
H 2.991 2.364 1.136
H -1.028 1.039 1.378
H -0.756 0.834 -0.393
H 0.294 -1.252 -1.468
H 0.347 -2.851 -0.739
H 2.382 -2.046 -1.706
H 3.182 -3.685 -0.536
H 2.189 -3.215 0.853
H 3.755 -2.384 0.497
H -0.733 -3.214 2.612
H -3.079 -0.420 0.996
H -3.738 -1.947 1.564
H -3.721 -1.078 -1.168
H -2.551 -2.436 -1.087
H -4.205 -2.644 -0.533
C 5.103 6.040 1.237
C 4.325 4.772 0.947
O 4.666 3.728 1.864
H 6.175 5.848 1.181
H 4.849 6.826 0.525
H 4.889 6.403 2.245
H 4.555 4.402 -0.051
H 3.247 4.962 1.003
H 4.461 4.039 2.751
C -1.486 3.685 4.980
C -1.193 3.455 3.511
O -1.827 2.260 3.034
H -1.143 2.837 5.574
H -0.991 4.588 5.339
H -2.560 3.789 5.149
H -0.123 3.333 3.347
H -1.540 4.303 2.912
H -2.776 2.362 3.161
C 7.000 -5.824 -1.806
C 5.685 -5.721 -1.059
O 4.858 -4.691 -1.621
H 7.533 -4.873 -1.772
H 7.635 -6.598 -1.373
H 6.832 -6.065 -2.859
H 5.854 -5.464 -0.022
H 5.146 -6.672 -1.089
H 4.698 -4.920 -2.542
C -0.897 4.011 -2.112
C -0.900 5.255 -1.246
O -1.583 5.010 -0.016
H -1.918 3.692 -2.328
H -0.379 4.189 -3.056
H -0.403 3.187 -1.587
H -1.414 6.069 -1.753
H 0.123 5.578 -1.028
H -1.115 4.300 0.435
C 2.845 -5.813 2.595
C 3.918 -6.886 2.629
O 5.097 -6.465 1.948
H 2.598 -5.560 1.562
H 1.939 -6.149 3.103
H 3.197 -4.899 3.082
H 3.570 -7.787 2.126
H 4.168 -7.147 3.662
H 5.427 -5.679 2.395
C -5.709 6.680 0.599
C -5.593 6.118 -0.806
O -4.406 6.569 -1.451
H -5.705 7.770 0.573
H -6.628 6.344 1.082
H -4.860 6.365 1.210
H -6.430 6.448 -1.420
H -5.598 5.022 -0.781
H -3.658 6.272 -0.922
C 1.927 -2.711 -5.301
C 0.762 -2.999 -4.376
O 0.245 -1.798 -3.793
H 2.728 -2.200 -4.763
H 2.324 -3.632 -5.729
H 1.618 -2.057 -6.119
H 1.078 -3.638 -3.550
H -0.041 -3.512 -4.913
H -0.051 -1.228 -4.510
C -7.249 -1.627 -1.757
C -7.270 -0.402 -0.861
O -8.000 -0.640 0.338
H -8.264 -1.932 -2.012
H -6.701 -1.428 -2.680
H -6.775 -2.470 -1.246
H -7.758 0.432 -1.363
H -6.248 -0.095 -0.606
H -7.580 -1.370 0.802
```

Computed properties:
**Total charge**: +1
**HOMO energy**: -0.4265 Eh
**Frontier orbital gap**: 7.89 eV

***

Record 2
DFT (ωB97M-V/def2-TZVPD) results for a 9-piece molecular cluster, C23H64O13 overall.

```
100
C23H64O13 | OMol25 | ωB97M-V/def2-TZVPD
C 3.393 -2.670 -1.497
C 2.896 -2.673 -0.148
O 1.507 -2.901 -0.002
O 4.735 -2.442 -1.567
H 2.817 -1.872 -1.942
H 3.079 -3.550 -1.984
H 3.263 -1.682 0.417
H 3.465 -3.539 0.408
H 1.300 -3.932 -0.115
H 5.174 -2.640 -2.382
C -2.506 2.411 4.486
C -1.679 3.817 4.313
O -2.315 4.568 3.190
O -1.704 1.604 5.281
H -2.568 2.013 3.550
H -3.521 2.567 4.630
H -0.562 3.708 3.950
H -1.518 4.362 5.060
H -3.197 4.890 3.368
H -0.951 1.146 4.808
C 2.169 -0.879 3.355
C 0.781 -0.943 4.144
O -0.031 0.085 3.643
O 3.081 -1.847 3.887
H 2.480 0.122 3.706
H 2.202 -0.846 2.315
H 0.987 -0.770 5.149
H 0.310 -1.937 3.884
H -0.279 -0.102 2.645
H 2.766 -1.683 4.891
C -1.147 -4.999 -0.015
C -0.269 -5.636 1.044
O 1.029 -5.703 0.607
O -2.554 -5.367 0.242
H -1.007 -5.526 -1.017
H -0.909 -3.908 -0.182
H -0.438 -6.732 1.342
H -0.095 -5.035 2.001
H 1.669 -5.517 1.296
H -2.633 -6.244 0.019
C -1.744 1.101 -5.339
C -1.493 1.035 -6.896
C -0.441 0.053 -7.265
O -2.652 0.678 -7.608
H -2.588 1.874 -4.964
H -1.002 1.509 -4.734
H -1.903 0.004 -4.983
H -1.417 2.163 -7.274
H 0.479 0.185 -6.782
H -0.222 0.112 -8.317
H -0.835 -0.925 -7.013
H -3.027 1.419 -8.089
C -1.367 -0.711 -1.231
C -0.594 0.120 -0.138
C -1.520 1.181 0.500
O -0.198 -0.804 0.828
H -1.896 -0.086 -2.066
H -2.364 -1.374 -0.861
H -0.815 -1.402 -1.765
H 0.496 0.543 -0.493
H -2.433 0.770 0.878
H -1.603 1.908 -0.363
H -1.118 1.798 1.348
H 0.469 -1.283 0.463
C 2.941 1.465 0.096
C 4.308 2.089 0.285
C 4.257 3.583 0.671
O 4.902 1.464 1.482
H 3.141 0.295 0.097
H 2.586 1.773 -0.850
H 2.133 1.776 0.719
H 4.942 1.588 -0.456
H 5.262 3.786 0.652
H 3.707 3.793 1.690
H 3.823 4.121 0.066
H 5.662 0.667 1.367
C -3.986 -2.764 1.428
C -2.744 -2.830 2.329
C -2.736 -1.707 3.396
O -2.718 -4.042 2.847
H -3.954 -1.457 1.284
H -4.940 -2.865 2.038
H -4.013 -3.007 0.409
H -1.763 -2.605 1.759
H -1.942 -1.931 4.177
H -3.575 -1.776 3.972
H -2.707 -0.744 2.939
H -2.472 -4.448 2.113
C 0.074 4.806 -1.107
C 0.299 4.850 -2.584
C -0.184 3.533 -3.245
O -0.310 5.880 -3.297
H 0.205 5.805 -0.597
H 0.743 4.042 -0.506
H -0.973 4.489 -0.778
H 1.440 4.927 -2.901
H 0.354 2.701 -2.673
H 0.079 3.654 -4.323
H -1.366 3.484 -3.071
H 0.097 6.017 -4.040
```

Computed properties:
**SMILES string**: CC(C)O.CC(C)O.CC(C)O.CC(C)O.CC(C)O.OCCO.OCCO.OCCO.OCCO
**HOMO energy**: -0.3363 Eh
**Frontier orbital gap**: 9.41 eV

***

Record 3
DFT (ωB97M-V/def2-TZVPD) results for a 8-piece molecular cluster, C23H65N3O11 overall.

```
102
C23H65N3O11 | OMol25 | ωB97M-V/def2-TZVPD
C -1.045 -3.801 1.092
O 0.195 -3.391 1.448
H -2.036 -3.320 1.601
H -0.876 -5.014 1.193
H -1.185 -3.521 0.016
H 0.757 -4.142 1.235
C -3.638 -0.183 -5.086
O -4.296 -1.363 -5.334
H -2.928 -0.112 -4.177
H -4.334 0.597 -4.684
H -3.227 -0.013 -6.021
H -4.074 -1.861 -4.744
C -0.226 -0.633 -1.596
O 0.759 0.332 -1.196
H -1.027 -0.292 -2.181
H -0.677 -0.790 -0.656
H 0.098 -1.553 -2.025
H 1.591 -0.084 -1.308
C -1.958 0.319 2.071
O -3.250 0.260 1.624
H -1.492 -0.472 2.794
H -1.816 1.299 2.295
H -1.150 0.283 1.175
H -3.303 1.235 1.334
C -2.969 -3.672 -2.348
O -3.951 -2.864 -2.870
H -2.133 -2.946 -2.064
H -2.556 -4.277 -3.195
H -3.251 -4.084 -1.493
H -4.270 -2.702 -2.087
C 7.363 -5.683 2.699
O 6.097 -5.286 2.116
C 6.114 -4.846 0.852
C 4.856 -3.859 0.682
N 5.087 -2.889 -0.424
C 4.013 -1.886 -0.514
C 4.562 -0.947 -1.545
O 3.452 -0.227 -1.845
C 3.633 0.825 -2.780
H 7.828 -6.255 1.802
H 7.468 -6.505 3.582
H 7.890 -4.781 3.077
H 5.959 -5.672 0.293
H 7.005 -4.359 0.465
H 4.753 -3.104 1.545
H 4.031 -4.630 0.787
H 4.691 -3.563 -1.203
H 3.935 -1.178 0.391
H 3.100 -2.447 -0.758
H 4.758 -1.557 -2.228
H 5.470 -0.323 -1.363
H 2.836 1.724 -2.824
H 4.207 0.462 -3.609
H 4.453 1.674 -2.313
C -0.394 5.634 -0.259
O 0.767 4.984 0.215
C 0.543 3.612 0.533
C 1.699 3.117 1.220
N 1.511 1.767 1.762
C 2.623 1.198 2.528
C 2.341 -0.325 2.898
O 3.422 -0.677 3.673
C 3.414 -2.078 3.807
H -0.220 6.800 -0.422
H -1.271 5.382 0.444
H -0.629 5.198 -1.304
H 0.258 3.014 -0.326
H -0.191 3.479 1.200
H 1.930 3.886 1.975
H 2.680 3.046 0.840
H 1.204 1.282 0.983
H 2.710 1.811 3.432
H 3.640 1.343 2.132
H 2.216 -0.946 2.111
H 1.273 -0.443 3.348
H 2.963 -2.475 2.969
H 2.774 -2.365 4.756
H 4.355 -2.348 4.113
C -7.423 2.585 3.524
O -6.740 3.244 2.610
C -5.824 2.466 1.777
C -5.145 3.401 0.824
N -4.364 2.576 -0.140
C -3.596 3.431 -0.987
C -2.981 2.645 -2.020
O -2.044 3.525 -2.860
C -1.326 2.925 -3.945
H -6.649 2.308 4.145
H -7.968 1.608 3.224
H -8.079 3.222 3.970
H -6.321 1.486 1.314
H -5.100 2.158 2.506
H -4.362 4.115 1.484
H -5.707 4.011 0.172
H -4.830 1.928 -0.693
H -2.794 3.853 -0.458
H -4.253 4.206 -1.533
H -3.411 2.043 -2.755
H -2.249 2.115 -1.659
H -0.633 3.624 -4.461
H -2.157 2.623 -4.735
H -0.955 2.084 -3.627
```

Computed properties:
**SMILES string**: COCCNCCOC.COCCNCCOC.COCCNCCOC.CO.CO.CO.CO.CO
**HOMO energy**: -0.3034 Eh
**Frontier orbital gap**: 8.49 eV

***

Record 4
DFT (ωB97M-V/def2-TZVPD) results for a 11-piece molecular cluster, C23H66N2O12 overall.

```
103
C23H66N2O12 | OMol25 | ωB97M-V/def2-TZVPD
C -1.571 -0.109 -3.030
C -0.175 0.405 -2.650
N -0.251 1.448 -1.616
N -1.105 0.898 -0.566
C -0.688 1.507 0.654
O 0.237 0.971 1.366
O -1.270 2.563 1.032
H -1.902 -0.899 -2.392
H -1.526 -0.430 -4.078
H -2.304 0.687 -2.995
H 0.284 0.847 -3.538
H 0.430 -0.377 -2.194
H -0.754 2.199 -2.082
C -2.158 -3.140 1.254
C -1.790 -2.305 0.037
O -2.618 -2.639 -1.085
H -2.054 -4.202 1.005
H -1.503 -2.910 2.092
H -3.193 -2.994 1.583
H -0.763 -2.521 -0.254
H -1.864 -1.228 0.229
H -3.523 -2.421 -0.855
C 1.459 -2.517 1.995
C 2.416 -1.385 1.650
O 2.110 -0.769 0.409
H 1.475 -3.300 1.230
H 1.701 -2.958 2.959
H 0.444 -2.122 2.027
H 3.439 -1.773 1.583
H 2.385 -0.613 2.427
H 1.212 -0.375 0.479
C 1.746 -0.271 6.347
C 1.475 -1.743 6.142
O 2.271 -2.192 5.060
H 1.538 0.272 5.426
H 1.125 0.139 7.148
H 2.797 -0.095 6.596
H 0.435 -1.916 5.867
H 1.690 -2.319 7.053
H 3.197 -2.032 5.274
C -1.080 4.518 -6.018
C -1.674 3.937 -4.743
O -0.669 3.488 -3.859
H -0.463 3.770 -6.519
H -1.864 4.848 -6.707
H -0.437 5.371 -5.787
H -2.299 3.075 -4.971
H -2.296 4.689 -4.238
H -0.110 4.233 -3.620
C 3.593 0.647 -2.406
C 3.306 0.339 -3.862
O 3.085 1.525 -4.630
H 2.763 1.196 -1.959
H 3.749 -0.266 -1.831
H 4.488 1.275 -2.318
H 2.406 -0.266 -3.953
H 4.144 -0.216 -4.309
H 3.877 2.063 -4.556
C 0.835 7.841 -1.539
C 0.412 6.457 -1.998
O 1.115 6.063 -3.181
H 0.658 8.577 -2.326
H 0.284 8.141 -0.646
H 1.904 7.861 -1.308
H -0.648 6.443 -2.245
H 0.587 5.718 -1.213
H 2.052 6.045 -2.972
C -4.579 -4.097 -5.249
C -3.678 -3.289 -4.326
O -4.234 -2.025 -4.027
H -4.756 -3.553 -6.180
H -4.134 -5.067 -5.488
H -5.553 -4.268 -4.781
H -2.714 -3.103 -4.798
H -3.499 -3.833 -3.392
H -5.076 -2.162 -3.580
C -7.010 -4.219 -0.059
C -5.957 -3.163 -0.348
O -6.119 -2.637 -1.667
H -6.942 -5.029 -0.786
H -6.885 -4.634 0.943
H -8.015 -3.794 -0.137
H -4.962 -3.597 -0.290
H -6.017 -2.344 0.375
H -6.992 -2.240 -1.718
C 0.413 2.979 5.125
C 1.418 3.684 4.233
O 2.057 2.753 3.377
H 0.932 2.203 5.680
H -0.067 3.669 5.827
H -0.359 2.497 4.523
H 2.209 4.157 4.824
H 0.914 4.461 3.646
H 1.368 2.302 2.846
C 7.303 -3.779 5.325
C 5.791 -3.896 5.263
O 5.158 -2.687 5.672
H 7.625 -3.528 6.336
H 7.781 -4.714 5.025
H 7.655 -2.984 4.664
H 5.439 -4.676 5.936
H 5.466 -4.147 4.249
H 5.448 -1.989 5.076
```

Computed properties:
**Total charge**: -2
**HOMO energy**: 0.0799 Eh
**Frontier orbital gap**: 1.58 eV

***

Calculated maximum force in order - 1.4; 9.9; 14.7; 1.4 eV/Å